Formula: C9H10O4
Source: the OMol25 dataset
Level of theory: ωB97M-V/def2-TZVPD

The geometry in XYZ format:
```
23
Properties=species:S:1:pos:R:3:mulliken_charge:R:1
C -2.4797 -0.7667 0.9974 -0.67
C -1.0833 0.4898 -0.1070 1.13
C -1.1301 1.8487 -0.4975 -0.46
C -0.0031 2.5776 -0.2510 -0.27
C 1.2828 2.0941 -0.0965 -0.71
C 1.2489 0.6756 0.3386 0.19
C 2.4882 -0.1502 0.2688 0.33
C 0.1515 -0.0749 0.2907 0.33
C 0.0085 -2.1823 -0.9098 -0.89
H -3.4534 -1.4207 1.0319 0.29
H -1.4742 -0.9159 1.7220 0.29
H -2.9468 0.2920 1.5130 0.25
H -1.9902 2.4672 -0.9084 0.31
H 0.1372 3.7564 -0.5452 0.18
H 2.1472 2.7469 0.0482 0.39
H 3.5113 -1.4545 -0.3274 0.28
H -1.0882 -1.9598 -1.0886 0.34
H 0.8213 -1.9448 -1.4128 0.51
H -0.1800 -3.3134 -0.4051 0.20
O -2.1770 -0.2233 -0.3430 -0.51
O 2.6524 -1.2927 -0.6439 -0.42
O 3.5401 0.2629 0.8103 -0.59
O 0.0168 -1.5119 0.5151 -0.50
```

Results
- max |F| (eV/A) = 11.4
- relative energy (zero: lowest compared OMol25 entry of this formula, charge and spin) (eV) = 6.528
- E_LUMO (eV) = 0.27
- SMILES = COc1cccc(C(=O)O)c1OC



Formula: C9H11BN2O2
Source: the OMol25 dataset
Level of theory: ωB97M-V/def2-TZVPD

The geometry in XYZ format:
```
25
Properties=species:S:1:pos:R:3:mulliken_charge:R:1
B -1.9421 1.0282 0.3892 0.78
C 0.5070 -2.0331 0.0802 -0.88
C 1.8313 -1.5210 0.4961 -0.47
C 1.7589 1.3671 -1.1060 -0.47
C -0.5515 -1.2126 -0.1965 0.27
C 1.9084 -0.2744 0.9617 -0.23
C 0.5196 1.2691 -0.3220 -0.22
C 0.7448 0.6092 0.9672 -0.12
C -0.5073 0.1572 0.1840 0.70
C -1.7332 -1.7054 -1.0060 -1.42
N 2.8795 1.0984 -0.5713 -0.50
N 3.1106 0.4945 0.6197 -0.22
O -2.3297 1.3618 1.6684 -0.65
O -2.6451 1.4656 -0.7004 -0.55
H 0.2870 -3.0523 -0.0702 0.40
H 2.7747 -2.0788 0.6322 0.29
H 1.8200 1.8608 -2.1704 0.33
H -0.0707 2.1853 -0.1131 0.45
H 0.6165 1.2216 1.7749 0.57
H -1.7134 -2.7753 -1.1883 0.43
H -1.7615 -1.1770 -1.9776 0.27
H -2.6699 -1.6324 -0.4073 0.29
H 3.9307 -0.0447 0.6235 0.37
H -3.1466 1.6757 2.0371 0.30
H -3.6181 1.7129 -0.6050 0.30
```

Results
- max |F| (eV/A) = 3.5
- relative energy (zero: lowest compared OMol25 entry of this formula, charge and spin) (eV) = 4.580
- E_LUMO (eV) = 0.11
- SMILES = CC1=CC=C2NN=C[C@@H]3[C@H]2[C@]13B(O)O



Formula: C9H11BrN2O
Source: the OMol25 dataset
Level of theory: ωB97M-V/def2-TZVPD

The geometry in XYZ format:
```
24
Properties=species:S:1:pos:R:3:mulliken_charge:R:1
C 0.8430 -2.0434 0.2925 -0.81
C 0.0619 -0.9008 0.1094 0.26
C -1.1668 -1.4156 -0.3550 -0.45
C -1.2868 1.2349 -0.8923 0.58
C -0.5262 1.5394 0.3511 -0.41
C -2.5190 0.4216 -0.8316 -0.59
C 0.6162 0.4292 0.3627 1.87
C 1.3336 0.7310 1.6480 -2.02
C 1.6594 0.7086 -0.7945 -1.38
N 0.1507 -3.1197 -0.0877 -0.93
N -1.0279 -2.7256 -0.4948 0.33
O -0.8556 1.5062 -2.0129 -0.61
Br -3.6450 0.3054 0.6929 -0.08
H 1.8732 -2.3108 0.5263 0.48
H -0.0934 2.5633 0.0874 0.42
H -1.1577 1.3368 1.3311 0.19
H -2.9189 0.2501 -1.8643 0.47
H 0.9454 0.4988 2.6564 0.34
H 1.5166 1.7608 1.6697 0.50
H 2.1618 0.1053 1.5849 0.51
H 2.2414 -0.1281 -0.8803 0.48
H 2.2305 1.6216 -0.4298 0.34
H 1.2277 1.0096 -1.7980 0.28
H -1.6643 -3.3787 -0.8712 0.23
```

Results
- max |F| (eV/A) = 4.9
- relative energy (zero: lowest compared OMol25 entry of this formula, charge and spin) (eV) = 4.194
- E_LUMO (alpha / beta) (eV) = -1.16 / -1.16



Formula: C9H11ClMnO3
Source: the OMol25 dataset
Level of theory: ωB97M-V/def2-TZVPD

The geometry in XYZ format:
```
25
Properties=species:S:1:pos:R:3:lowdin_spin:R:1
Cl 1.5360 0.9614 -1.0024 0.29
C -2.3349 1.1705 0.1173 -0.06
C -1.9023 -0.0457 0.7981 -0.05
C -1.1890 -0.8477 -0.1805 -0.05
H -2.1881 -0.3358 1.8107 0.00
C -1.2028 -0.1623 -1.4479 -0.05
C -1.8469 1.1102 -1.2351 0.00
H -2.0282 1.8407 -2.0238 0.00
H -2.9017 1.9922 0.5639 0.00
H -0.7595 -1.8341 -0.0205 0.00
C -0.7313 -0.7235 -2.7511 -0.01
Mn -0.2604 0.9871 0.1801 2.77
C 0.1638 0.4601 1.8835 0.01
C 0.3625 2.5455 0.9999 0.02
O 0.2434 0.3121 3.0418 0.04
O 1.2317 3.1647 1.4835 0.05
H 0.0139 -1.5074 -2.5582 0.00
H -0.2676 0.0537 -3.3746 0.00
H -1.5811 -1.1678 -3.2987 -0.01
C 2.7741 -1.2033 1.4733 0.00
O 1.6978 -1.7439 0.6889 0.04
H 2.3823 -1.0000 2.4801 0.00
H 3.1617 -0.2569 1.0492 0.00
H 3.5827 -1.9535 1.5441 0.00
H 2.0437 -1.8164 -0.2216 0.00
```

Results
- charge = +2
- max |F| (eV/A) = 9.2
- relative energy (zero: lowest compared OMol25 entry of this formula, charge and spin) (eV) = 0.594
- 2S+1 = 4
- E_LUMO (alpha / beta) (eV) = -10.52 / -11.67
- expectation value of S² = 3.899



Formula: C9H11ClN2
Source: the OMol25 dataset
Level of theory: ωB97M-V/def2-TZVPD

The geometry in XYZ format:
```
23
Properties=species:S:1:pos:R:3:mulliken_charge:R:1
C -1.4302 -1.7227 1.8016 -0.85
C -1.1531 -1.7449 0.3288 0.52
C -1.6860 -2.6808 -0.4652 -1.18
C -0.2437 -0.7012 -0.2160 0.22
C -0.5052 -0.0990 -1.4586 -0.30
C 0.3303 0.8595 -1.9983 -0.81
C 1.4641 1.2499 -1.2958 0.45
C 1.7504 0.6878 -0.0438 -0.75
C 0.8890 -0.2689 0.4820 0.12
H -2.9821 0.1845 3.8211 0.24
H -1.3460 -0.0335 4.0508 0.22
H -1.5019 0.3202 1.8448 0.27
H -2.0764 -2.5449 2.0818 0.46
H -0.5041 -1.8932 2.3626 0.28
H -2.3774 -3.4316 -0.0802 0.29
H -1.4337 -2.7340 -1.5070 0.35
H -1.4189 -0.4006 -1.9843 0.40
H 0.1233 1.3108 -2.9285 0.46
H 2.6555 1.0089 0.5043 0.35
H 1.1029 -0.7079 1.4375 0.34
N -2.1867 -0.4280 3.6090 -0.59
N -2.0637 -0.4740 2.1972 -0.28
Cl 2.5304 2.4563 -1.9444 -0.22
```

Results
- max |F| (eV/A) = 1.1
- relative energy (zero: lowest compared OMol25 entry of this formula, charge and spin) (eV) = 0.674
- E_LUMO (eV) = 0.68
- SMILES = C=C(CNN)c1ccc(Cl)cc1



Formula: C9H11ClN2O
Source: the OMol25 dataset
Level of theory: ωB97M-V/def2-TZVPD

The geometry in XYZ format:
```
24
Properties=species:S:1:pos:R:3:mulliken_charge:R:1
C 2.3836 -0.2992 0.0039 0.32
C 3.0701 0.8896 -0.1230 -0.39
C 1.1104 1.9866 -0.2733 -0.24
C 0.3651 0.8698 0.0456 0.57
C -1.8472 0.0859 0.4635 0.52
C -3.1983 0.5931 0.8332 -0.89
C -4.2216 -0.1771 -0.0028 -0.51
C -2.0935 -0.9557 -0.6478 -0.71
C 0.9950 -0.3543 0.1589 -0.48
H 4.1715 0.8849 -0.2080 0.33
H 0.5088 2.9347 -0.3769 0.33
H -1.3915 -0.4141 1.3494 0.32
H -3.2549 1.6603 0.6742 0.31
H -3.3083 0.4868 1.9040 0.28
H -5.1571 -0.5696 0.4472 0.31
H -4.5880 0.4858 -0.8349 0.25
H -3.8705 -1.8669 -1.2292 0.23
H -1.4471 -1.8448 -0.5403 0.33
H -1.9050 -0.5677 -1.6863 0.24
H 0.4751 -1.2970 0.3226 0.39
N 2.4280 2.0428 -0.3449 -0.54
N -3.4598 -1.3265 -0.4894 -0.34
O -0.9869 1.1241 -0.0071 -0.44
Cl 3.2649 -1.7490 0.1956 -0.21
```

Results
- max |F| (eV/A) = 2.2
- relative energy (zero: lowest compared OMol25 entry of this formula, charge and spin) (eV) = 2.055
- E_LUMO (eV) = 0.74
- SMILES = Clc1cncc(O[C@H]2CCNC2)c1



Formula: C9H11ClN4
Source: the OMol25 dataset
Level of theory: ωB97M-V/def2-TZVPD

The geometry in XYZ format:
```
25
Properties=species:S:1:pos:R:3:mulliken_charge:R:1
C 2.1252 -0.5566 1.5270 -1.50
C 0.7588 -0.1071 1.0836 0.82
N -0.2302 0.0497 1.8781 -0.09
N -0.0935 -0.0182 3.2113 -0.85
C -0.7391 -0.8518 3.9254 0.52
N -0.7964 -0.6773 5.2944 -0.51
H -0.1683 0.0384 5.6269 0.25
H -0.7624 -1.5278 5.8363 0.22
N -1.3496 -1.9956 3.4330 -0.48
H -2.0911 -2.3696 4.0051 0.24
H -1.5902 -1.9222 2.4542 0.22
C 0.5083 0.1449 -0.3352 0.47
C 1.4138 -0.2428 -1.3237 -0.30
C 1.1536 -0.0025 -2.6598 -0.81
C -0.0210 0.6341 -3.0239 0.40
C -0.9386 1.0294 -2.0615 -0.72
C -0.6708 0.7833 -0.7317 -0.35
H -1.3690 1.0861 0.0324 0.42
H -1.8495 1.5265 -2.3572 0.40
Cl -0.3469 0.9392 -4.6956 -0.22
H 1.8587 -0.3074 -3.4176 0.40
H 2.3298 -0.7464 -1.0580 0.34
H 2.1803 -0.4934 2.6121 0.41
H 2.3050 -1.5891 1.2279 0.32
H 2.8971 0.0749 1.0925 0.40
```

Results
- max |F| (eV/A) = 1.5
- relative energy (zero: lowest compared OMol25 entry of this formula, charge and spin) (eV) = 0.000
- E_LUMO (eV) = 0.62
- SMILES = C/C(=N\N=C(N)N)c1ccc(Cl)cc1



Formula: C9H11FN2
Source: the OMol25 dataset
Level of theory: ωB97M-V/def2-TZVPD

The geometry in XYZ format:
```
23
Properties=species:S:1:pos:R:3:mulliken_charge:R:1
C 0.4168 2.3861 -2.3104 -0.45
C 0.1045 1.0059 -2.2496 -0.61
C 1.1235 3.0002 -1.2423 -0.54
C 0.3437 0.2605 -1.0946 -0.43
C 1.3686 2.2337 -0.1170 -0.48
C 1.0772 0.9267 -0.0366 1.12
C -2.9807 -2.6968 0.3976 -0.79
C 1.3574 0.1503 1.1171 -0.10
C -1.9473 -2.1503 1.0311 -0.04
N 1.1528 -1.9684 2.2778 -1.22
N 1.1293 -1.1187 1.2662 0.43
F -2.0471 -0.7696 1.4292 -0.29
H 0.3072 3.0474 -3.1368 0.36
H -0.6440 0.6869 -3.0562 0.25
H 1.4930 3.9514 -1.3257 0.47
H 0.1408 -0.8231 -0.8689 0.14
H 1.9398 2.7738 0.6531 0.27
H -3.8603 -2.1829 0.2211 0.28
H -3.1075 -3.6773 0.0443 0.30
H 1.6174 0.7603 1.9725 0.32
H -1.0890 -2.6221 1.3949 0.53
H 1.2074 -1.5631 3.1445 0.18
H 0.8963 -1.6108 0.4887 0.27
```

Results
- max |F| (eV/A) = 4.3
- relative energy (zero: lowest compared OMol25 entry of this formula, charge and spin) (eV) = 2.529
- E_LUMO (alpha / beta) (eV) = 0.18 / 0.18



Q: Which value of relative energy (zero: lowest compared OMol25 entry of this formula, charge and spin) does entry 7 give?
A: 0.000 eV



Q: Among the records above, which one has the lowest relative energy (zero: lowest compared OMol25 entry of this formula, charge and spin)?
A: C9H11ClN4



Q: Which of these has the lowest max |F|?
A: C9H11ClN2



Q: What is the formula in the third record?
A: C9H11BrN2O